1.
{"formula": "C5H8N2O", "method": "wB97M-V/def2-TZVPD", "e_homo_ev": -8.619, "orbital_gap_ha": 0.3492, "e_lumo_ev": 0.88, "elements": ["C", "N", "H", "H", "H", "H", "H", "H", "O", "C", "C", "C", "C", "N", "H", "H"], "coordinates": [[-1.743513, -1.542735, -0.423820], [-0.829810, -2.152851, 0.234736], [1.413514, 0.879056, 1.292518], [2.502264, 0.907439, -0.218644], [-0.006408, 2.416518, 0.442325], [-2.795656, -1.733914, -0.623920], [0.744040, -0.844774, -1.215931], [0.542843, 2.142818, -1.375959], [-1.546664, -0.145160, -0.834785], [-0.563184, 0.484216, -0.125186], [0.263675, 1.670763, -0.398747], [1.516922, 0.832463, 0.115058], [0.616964, -0.437535, -0.255896], [0.396993, -1.573139, 0.729563], [-0.731671, 0.345652, 0.981117], [0.219691, -1.248816, 1.677571]], "atomic_forces_ev_per_a": [[3.345, 3.470, 0.934], [-2.719, -0.830, 0.786], [0.905, -0.018, -2.224], [1.379, 0.425, -0.600], [0.538, -0.248, -2.069], [0.592, -1.047, -0.211], [0.288, -0.453, -1.235], [-1.188, -0.617, 0.697], [-3.593, -0.868, -0.980], [0.947, -3.835, 0.628], [1.672, 3.329, 1.575], [-3.565, -1.631, 2.901], [1.643, 0.748, 4.162], [0.402, 0.387, -3.275], [-0.598, 1.243, -0.869], [-0.049, -0.056, -0.220]], "lowdin_charge": [-0.10, 0.02, 0.14, 0.07, 0.13, 0.13, 0.14, 0.13, -0.06, -0.42, -0.10, -0.06, -0.26, -0.01, 0.17, 0.10]}

---

2.
{"formula": "C5H13NO2", "method": "wB97M-V/def2-TZVPD", "e_homo_ev": -8.030, "orbital_gap_ha": 0.3148, "e_lumo_ev": 0.54, "elements": ["H", "H", "H", "N", "H", "O", "C", "H", "C", "H", "C", "C", "O", "H", "H", "C", "H", "H", "H", "H", "H"], "coordinates": [[0.432313, -0.173483, -1.934225], [-1.467677, -2.806557, 0.291520], [1.591915, 3.145823, 1.750257], [1.617500, -0.820033, -0.344053], [1.924938, -0.533411, 0.578586], [0.294388, 2.202362, 0.536514], [0.819825, 0.180975, -0.982357], [-2.828400, -1.586530, 0.361034], [-1.902163, -1.899317, -0.108805], [-2.180980, -0.727010, -1.864362], [-1.625969, -1.515670, -1.375985], [1.386234, 2.121942, 1.443761], [-0.536115, 0.159619, 1.186062], [-1.176063, 1.296254, -0.417013], [1.103536, -1.679573, -0.200469], [-0.292073, 1.009453, 0.162113], [2.276883, 1.709251, 0.960879], [-0.854466, -1.992181, -1.960663], [1.422315, 1.058883, -1.214948], [-1.133083, -0.671458, 0.816122], [1.127142, 1.520661, 2.316031]], "atomic_forces_ev_per_a": [[-0.422, -0.001, 0.221], [0.338, 0.174, 0.166], [0.040, -0.065, 0.009], [0.273, -0.496, 0.036], [-0.075, 0.062, -0.135], [-0.093, 0.084, 0.527], [-0.832, 2.285, 1.901], [0.183, 0.397, 0.191], [-0.834, -0.937, -2.063], [-0.013, 0.092, 0.032], [-0.471, -0.482, 1.279], [-0.147, -0.042, -0.104], [-2.003, -2.474, 0.551], [-0.105, 0.007, 0.159], [-0.082, -0.006, -0.029], [1.406, -1.522, -3.587], [0.038, -0.010, -0.013], [0.148, -0.029, 0.036], [0.340, -0.121, -0.234], [2.269, 3.062, 1.052], [0.042, 0.024, 0.005]], "lowdin_charge": [0.07, 0.07, 0.09, -0.01, 0.06, -0.13, -0.19, 0.08, -0.10, 0.07, -0.03, -0.08, -0.07, 0.13, 0.05, -0.43, 0.08, 0.06, 0.09, 0.09, 0.09]}